C21H58O8 | the ωB97M-V functional and the def2-TZVPD basis

Each line ends with the Löwdin charge.
Element x y z (Å)
C 0.9272 4.1404 -1.6271  -0.069
C 0.4483 2.7179 -1.2468  -0.224
O 0.7289 1.8077 -2.3193  -0.172
H 0.3163 4.4606 -2.4711  0.088
H 1.9670 4.2583 -1.9319  0.047
H 0.8515 4.8772 -0.8274  0.090
H -0.6181 2.7672 -1.0266  0.114
H 0.9113 2.3551 -0.3292  0.096
H 0.3735 0.9686 -2.0173  -0.287
C 1.5993 0.4012 1.4237  -0.009
C 0.7223 0.1499 0.1852  -0.325
O -0.2654 -0.8411 0.4489  -0.280
H 2.2145 1.2639 1.1681  0.088
H 2.3052 -0.4271 1.4849  0.102
H 1.0625 0.6886 2.3278  0.068
H 1.3526 -0.1705 -0.6443  0.052
H 0.2756 1.0912 -0.1349  0.100
H -1.0252 -0.6521 -0.1067  -0.052
C -0.8489 -1.1185 3.8287  -0.031
C -0.7214 0.2337 3.1116  -0.273
O -1.8950 0.9770 3.4452  -0.058
H -0.7279 -0.9835 4.9035  0.096
H -0.0036 -1.7618 3.5842  0.098
H -1.8298 -1.5717 3.6856  0.058
H -0.6590 0.1033 2.0313  0.068
H 0.1685 0.7722 3.4375  0.122
H -1.6978 1.4237 4.2717  0.101
C -3.5918 -2.3949 0.6645  -0.030
C -2.5229 -2.8070 1.6636  -0.407
C -1.2711 -1.9835 1.4623  -0.213
O -2.9928 -2.4697 2.8872  -0.030
H -4.2752 -1.6169 1.0046  0.079
H -4.2391 -3.2648 0.5539  0.087
H -3.1447 -2.1473 -0.2983  0.070
H -2.2457 -3.8472 1.4925  0.158
H -0.9039 -2.2558 0.4728  0.118
H -0.4431 -2.1623 2.1482  0.045
H -1.4937 -0.9191 1.3870  0.051
H -2.9695 -1.5109 2.8472  0.080
C -1.2183 -0.2677 -3.4653  0.012
C -0.1217 -0.5449 -2.5012  -0.328
C 1.2642 -0.2779 -3.0567  0.008
O -0.3350 0.4867 -1.5748  -0.220
H -1.0201 -0.9471 -4.2943  0.104
H -1.1752 0.7566 -3.8356  0.117
H -2.1643 -0.6434 -3.0753  0.094
H -0.0985 -1.5798 -2.1597  0.175
H 1.2008 0.7726 -3.3404  0.098
H 1.4454 -0.8701 -3.9537  0.112
H 2.0748 -0.4533 -2.3494  0.048
H -1.2110 0.3619 -1.2026  -0.233
C 1.7940 -2.1226 0.0053  -0.013
C 0.9204 -2.5931 1.1042  -0.468
C 1.4458 -3.8239 1.7750  -0.006
O 0.7911 -1.5600 2.0657  -0.231
H 2.7229 -1.7564 0.4425  0.105
H 1.3240 -1.2423 -0.4333  0.026
H 1.9391 -2.9491 -0.6903  0.114
H -0.1131 -2.7873 0.8173  0.070
H 1.7859 -4.5356 1.0228  0.083
H 0.8271 -4.3049 2.5326  0.089
H 2.3553 -3.4697 2.2602  0.088
H 0.1548 -0.9257 1.7273  -0.032
C -2.6027 1.5155 -1.5016  0.027
C -1.9585 0.6458 -0.4810  -0.381
C -2.6970 0.5376 0.8965  0.056
O -1.7198 -0.6010 -1.0872  0.004
H -2.7837 2.5368 -1.1665  0.116
H -3.5788 1.1359 -1.8036  0.119
H -1.9510 1.6880 -2.3581  0.098
H -1.0298 1.1783 -0.2758  0.146
H -3.4985 -0.1954 0.8058  0.070
H -3.0725 1.4902 1.2703  0.119
H -2.0103 0.1370 1.6421  0.029
H -2.5331 -0.9568 -1.4526  0.156
C 2.6739 0.9114 -0.9783  -0.098
C 3.1926 2.2070 -1.6214  -0.386
C 3.3015 3.3953 -0.6227  -0.056
O 4.4657 1.9884 -2.2456  -0.047
H 1.6892 1.0771 -0.5413  0.014
H 3.3928 0.6453 -0.2033  0.117
H 2.6565 0.0275 -1.6159  0.055
H 2.5358 2.4538 -2.4555  0.124
H 2.2864 3.6331 -0.3046  0.038
H 3.5771 4.3076 -1.1517  0.082
H 4.0824 3.2391 0.1215  0.090
H 5.1548 1.7273 -1.6303  0.079

Output
Charge: 0
HOMO energy: -8.054 eV
ΔE to the lowest compared entry with this formula, charge and spin: 4252.0 kJ/mol
E_tot: -39054.1217 eV
Orbital gap: 8.2 eV